Entry 1:
C45H53EuN3O3PSb as an isolated structure, computed with wB97M-V/def2-TZVPD.

Multiplicity ... 8
Lowest unoccupied orbital energy (alpha / beta) ... -1.17 / -1.16 eV
Expectation value of S² ... 15.760
Highest occupied orbital energy (alpha / beta) ... -0.221 / -0.222 Ha

Each line ends with the Mulliken charge.
Geometry (Å):
Eu  -0.8478  -0.3331  0.8971  1.00
O  0.4082  0.7800  2.4339  -0.15
C  0.4710  1.1858  3.6915  0.53
C  1.7349  1.3409  4.3595  -0.96
C  1.7804  1.2677  5.7211  -0.28
C  0.6163  1.2663  6.5293  -0.70
C  -0.6206  1.4231  5.9156  -0.74
C  -0.7126  1.5449  4.4647  0.53
C  -1.9656  1.8055  3.9083  -0.88
N  -2.2884  1.5191  2.6670  0.82
N  -3.4524  1.8653  2.1672  -1.02
C  -3.6984  1.3018  0.9728  0.32
O  -2.7771  0.7222  0.2846  -0.52
C  -5.1028  1.3748  0.4898  0.34
C  -6.0015  2.2387  1.1460  -0.29
C  -7.3155  2.3531  0.7632  -0.57
C  -7.7800  1.7089  -0.3884  -0.41
C  -6.9067  0.8291  -1.0431  -0.64
C  -5.5806  0.6509  -0.5909  -0.15
H  2.5882  1.4559  3.7434  0.44
H  2.7732  1.1961  6.1814  0.34
H  0.6914  1.0541  7.5744  0.41
H  -1.5142  1.3704  6.5459  0.36
H  -2.6406  2.3470  4.5577  0.33
H  -5.6696  2.7662  2.0234  0.44
H  -8.0377  2.9442  1.3306  0.36
H  -8.7908  1.8645  -0.7741  0.36
H  -7.1962  0.2191  -1.8923  0.37
H  -4.9325  -0.0605  -1.1359  0.27
O  -2.0106  -1.8831  2.4553  -0.52
N  -1.2154  -2.9072  1.8126  0.14
C  -1.9054  -3.9621  1.4975  -0.75
C  -1.2156  -5.1063  1.0714  0.34
C  -1.8120  -6.3989  0.9640  -0.85
C  -0.9740  -7.4969  0.7013  -0.57
C  0.3949  -7.3030  0.4692  -0.74
C  0.9288  -6.0208  0.4179  -0.34
C  0.1017  -4.9182  0.6474  0.32
P  0.6696  -3.2116  0.3806  0.76
C  1.9791  -2.9584  1.6163  0.98
C  3.1690  -2.2812  1.3201  -0.24
C  4.0911  -2.0061  2.3331  -0.56
C  3.8678  -2.4180  3.6640  -0.83
C  2.6467  -3.0349  3.9051  -0.50
C  1.7477  -3.4184  2.9297  -0.73
C  1.5643  -3.4546  -1.1766  0.97
C  2.8981  -3.8068  -1.3290  -0.15
C  3.4324  -3.7373  -2.6299  -0.84
C  2.6369  -3.6697  -3.7667  -0.54
C  1.2442  -3.5090  -3.5983  -0.72
C  0.7003  -3.5495  -2.3098  -0.89
H  -1.9675  -2.0745  3.4259  0.33
H  -2.9781  -3.9852  1.6801  0.49
H  -2.9006  -6.5180  1.1319  0.40
H  -1.3888  -8.4726  0.6503  0.43
H  1.0527  -8.1345  0.3221  0.46
H  1.9935  -5.8109  0.2084  0.33
H  3.3646  -1.9205  0.2759  0.22
H  5.0320  -1.5554  2.0475  0.43
H  4.5900  -2.2410  4.4655  0.42
H  2.3591  -3.3006  4.9150  0.40
H  0.8912  -4.0918  3.1204  0.35
H  3.5112  -4.1017  -0.4643  0.50
H  4.5013  -3.6898  -2.7428  0.40
H  3.0829  -3.7382  -4.7534  0.41
H  0.6083  -3.4079  -4.4391  0.51
H  -0.3835  -3.5454  -2.1454  0.39
C  2.6208  0.8734  -3.9973  -1.16
C  2.8660  1.8326  -2.8225  1.20
C  3.5463  1.1025  -1.6502  -1.51
C  3.4791  3.1619  -3.1888  -1.51
Sb  0.7896  2.3590  -1.9870  0.69
C  0.9992  4.1453  -0.5073  1.36
C  -0.2370  4.0560  0.3628  -1.58
C  2.3021  3.9447  0.3221  -1.54
C  1.0378  5.4189  -1.3486  -1.59
C  -0.9830  2.3922  -3.5091  1.07
C  -1.4347  0.9204  -3.4754  -1.21
C  -0.4781  2.9106  -4.8957  -1.53
C  -2.1238  3.2290  -2.8952  -1.19
H  3.5724  0.3987  -4.3466  0.47
H  2.1011  1.3688  -4.8741  0.15
H  1.9521  0.0405  -3.6522  0.12
H  4.5339  0.7100  -1.9309  0.53
H  2.9345  0.2613  -1.2502  0.23
H  3.7268  1.7901  -0.8051  0.22
H  4.5624  3.0190  -3.4359  0.40
H  3.4736  3.8679  -2.3566  0.33
H  3.0069  3.6489  -4.0555  0.27
H  -0.3929  3.0991  0.8671  0.21
H  -1.1366  4.3983  -0.1778  0.32
H  -0.0666  4.7901  1.2128  0.46
H  2.1744  3.0905  1.0261  0.19
H  2.5453  4.8165  0.9288  0.51
H  3.2193  3.7411  -0.2638  0.29
H  0.0968  5.5802  -1.8745  0.29
H  1.8372  5.4716  -2.0830  0.31
H  1.1867  6.2652  -0.6654  0.48
H  -0.6425  0.1919  -3.7500  0.27
H  -2.2746  0.7891  -4.1910  0.47
H  -1.8292  0.6265  -2.4470  0.05
H  0.1280  2.1465  -5.3935  0.32
H  0.0744  3.8640  -4.8433  0.25
H  -1.4182  3.0168  -5.4792  0.47
H  -2.2884  2.9604  -1.8270  0.01
H  -3.0616  3.0192  -3.4858  0.46
H  -1.9395  4.3198  -2.8720  0.29

Entry 2:
C45H53F10LuN7O2PS2 as an isolated structure, computed with wB97M-V/def2-TZVPD.

Lowest unoccupied orbital energy ... 3.97 eV
Charge ... -2
Highest occupied orbital energy ... -0.066 Ha

Each line ends with the Mulliken charge.
Geometry (Å):
Lu  0.5519  0.1909  -0.7836  1.95
C  3.8237  1.4351  0.9035  -0.71
N  3.3526  0.1756  0.3420  1.57
C  3.3833  -0.8380  1.3906  -1.66
C  2.8296  -2.2069  0.9859  -1.44
N  1.5742  -2.1130  0.2679  1.09
C  0.9360  -3.2407  0.0645  -0.61
C  -0.3364  -3.1789  -0.5867  -0.01
F  -0.7520  -1.9180  -0.9358  0.05
C  -1.1767  -4.2342  -0.8194  -0.47
F  -2.3582  -4.0455  -1.4483  -0.52
C  -0.8071  -5.5155  -0.4125  0.43
F  -1.6222  -6.5875  -0.6230  -0.44
C  0.4324  -5.6614  0.2040  0.31
F  0.8293  -6.8970  0.5983  -0.41
C  1.2688  -4.5928  0.4344  0.53
F  2.4409  -4.9077  1.0635  -0.43
C  4.1996  -0.1827  -0.7931  -1.20
C  3.6900  0.4409  -2.0931  -0.75
N  2.4636  -0.2204  -2.4979  0.50
C  2.3232  -0.6645  -3.7228  -0.80
C  1.0284  -1.1570  -4.0857  0.30
F  0.1163  -1.1781  -3.0601  0.30
C  0.6303  -1.5497  -5.3317  -0.22
F  -0.6467  -1.9456  -5.5480  -0.44
C  1.5433  -1.5479  -6.3843  0.60
F  1.1758  -1.9121  -7.6454  -0.38
C  2.8396  -1.1388  -6.0977  0.23
F  3.7600  -1.1358  -7.0963  -0.37
C  3.2253  -0.7330  -4.8396  0.17
F  4.5471  -0.3953  -4.7388  -0.41
H  4.8961  1.3843  1.1620  0.34
H  3.2625  1.6699  1.8026  0.17
H  3.6661  2.2287  0.1799  -0.19
H  2.7725  -0.4509  2.2083  0.58
H  4.4164  -0.9883  1.7677  0.34
H  2.7054  -2.7779  1.9190  0.57
H  3.5631  -2.7571  0.3784  0.71
H  4.1846  -1.2649  -0.9296  0.20
H  5.2467  0.1326  -0.6215  0.43
H  4.4885  0.3688  -2.8323  0.85
H  3.4515  1.5003  -1.9381  -0.11
O  -1.5039  0.6408  -1.9907  -0.14
N  -1.9371  1.7090  -2.6075  -0.05
C  -3.2328  2.0378  -2.5034  -0.30
C  -3.7606  3.1681  -3.0809  -0.96
C  -2.9169  4.0064  -3.8135  -0.21
C  -1.6000  3.6540  -3.9453  -0.95
C  -1.0755  2.4895  -3.3531  0.61
S  0.5327  2.0362  -3.5296  -0.26
H  -3.8234  1.3533  -1.9118  0.45
H  -4.8140  3.3786  -2.9851  0.41
H  -3.2928  4.9171  -4.2595  0.34
H  -0.9054  4.2651  -4.4997  0.45
S  -0.3720  5.2860  -0.4657  -0.54
C  -1.5724  4.0989  -0.1846  -0.10
C  -1.0649  2.8411  -0.1480  0.69
C  0.3514  2.7115  -0.4005  -0.55
C  0.8716  3.9690  -0.5722  0.75
C  2.1949  4.4625  -0.8501  -0.22
C  2.5229  5.8060  -0.5777  -1.13
C  3.7663  6.2922  -0.9040  -0.44
C  4.6833  5.4410  -1.5084  -0.95
C  4.2946  4.1264  -1.6968  -0.18
N  3.1122  3.6382  -1.3703  0.04
H  -2.5985  4.4063  -0.0703  0.46
H  -1.7082  1.9928  0.0552  -0.19
H  1.7982  6.4446  -0.0969  0.38
H  4.0258  7.3199  -0.6877  0.40
H  5.6701  5.7799  -1.7953  0.37
H  4.9861  3.4125  -2.1299  0.36
O  1.1982  1.6672  2.3599  -0.71
H  0.4854  1.0087  2.1226  -0.73
H  1.0097  2.4306  1.8023  0.29
C  -0.3995  -4.7291  -3.9512  -0.88
C  0.9637  -4.5422  -3.5454  0.69
N  2.0601  -4.4092  -3.2498  -0.57
H  -0.9911  -3.8729  -3.6327  0.10
H  -0.7989  -5.6361  -3.5012  0.34
H  -0.4559  -4.8083  -5.0365  0.42
C  -1.1627  -3.0464  2.8230  -1.85
C  -1.0713  -1.7530  3.6303  2.54
C  0.4213  -1.4494  3.7471  -1.44
C  -1.6623  -2.0184  5.0129  -2.26
P  -1.7419  -0.2946  2.4797  -1.67
N  -0.7777  0.0396  1.3516  0.86
C  -2.1285  1.1740  3.7700  3.13
C  -0.9184  1.4204  4.6738  -1.95
C  -2.2806  2.4501  2.9434  -1.59
C  -3.3427  1.0059  4.6830  -2.20
C  -3.5348  -0.8641  1.8814  3.17
C  -3.3014  -1.7058  0.6308  -2.13
C  -4.4190  -1.6500  2.8471  -2.06
C  -4.2921  0.3699  1.3883  -1.92
H  -0.4812  -3.7944  3.2361  0.71
H  -0.8626  -2.8524  1.7987  0.13
H  -2.1616  -3.4750  2.8316  0.22
H  0.9605  -2.3133  4.1415  0.70
H  0.6305  -0.5999  4.3874  0.31
H  0.7977  -1.2309  2.7503  -0.25
H  -1.1888  -2.9139  5.4271  0.52
H  -2.7326  -2.1994  4.9640  0.26
H  -1.4766  -1.2003  5.7032  0.37
H  -0.0101  1.5037  4.0864  0.26
H  -0.8000  0.6411  5.4202  0.35
H  -1.0522  2.3649  5.2100  0.63
H  -1.4464  2.5326  2.2532  0.08
H  -2.2731  3.3301  3.5920  0.58
H  -3.1998  2.4757  2.3695  0.24
H  -3.2749  0.0928  5.2667  0.20
H  -4.2740  0.9920  4.1261  0.31
H  -3.3865  1.8507  5.3781  0.56
H  -2.8606  -2.6697  0.8586  0.11
H  -2.6487  -1.1622  -0.0467  0.24
H  -4.2455  -1.8846  0.1118  0.60
H  -3.9707  -2.6065  3.0995  0.36
H  -5.3806  -1.8539  2.3666  0.54
H  -4.6135  -1.1094  3.7679  0.23
H  -3.6279  0.9736  0.7740  -0.04
H  -4.6864  0.9770  2.1986  0.28
H  -5.1405  0.0664  0.7686  0.70

no.,maximum force (eV/A),M (g/mol),E_tot (eV)
1,3.7,988.63,-93288.455
2,2.3,1184.02,-153805.569